[1]
97
Properties=species:S:1:pos:R:3:forces:R:3 method="wB97M-V/def2-TZVPD" multiplicity=1 orbital_gap_ev="5.7 / 5.3" molar_mass_g_mol=690.4 lumo_ev="-11.262 / -11.578" charge=+3 e_tot_ha=-2255.052314
Sn -0.7141 2.0392 -0.3156 0.01 -0.06 -0.03
C -2.3363 1.7534 4.2264 0.03 0.03 -0.02
C -2.8429 1.8263 2.7802 0.03 0.01 0.04
C -2.4533 3.1542 2.1483 -0.02 -0.02 0.00
C -2.4304 0.5806 2.0407 -0.07 0.05 0.01
C -2.8663 -0.6967 2.3699 0.05 0.04 0.00
C -2.2826 -1.5660 1.4704 0.01 -0.07 -0.02
C -2.5658 -3.0450 1.4122 0.01 0.00 -0.04
C -1.3506 -3.9649 1.5520 0.02 0.03 0.02
C -3.4420 -3.3783 0.1988 0.03 0.00 0.01
N -1.5025 -0.8370 0.6367 -0.20 0.00 -0.10
N -1.5996 0.4956 0.9858 0.13 0.04 0.04
B -0.6964 -1.3000 -0.5874 0.05 -0.04 0.09
N 0.7239 -0.7355 -0.5833 0.07 0.03 -0.03
N 0.9017 0.6190 -0.6700 -0.03 -0.02 -0.05
C 2.2093 0.8561 -0.8643 0.03 -0.02 0.01
C 2.8823 -0.3612 -0.8945 -0.03 0.04 0.03
C 1.9207 -1.3454 -0.7115 -0.02 -0.05 0.02
C 2.1217 -2.8249 -0.5656 -0.01 -0.01 -0.02
C 3.2782 -3.3193 -1.4317 0.00 0.00 -0.01
C 2.3574 -3.1583 0.9129 0.01 0.01 -0.01
C 2.7712 2.2359 -1.0419 -0.01 -0.01 0.00
C 3.9125 2.4868 -0.0557 -0.01 0.00 -0.02
C 3.2431 2.4329 -2.4859 -0.03 0.00 -0.01
N -1.4320 -0.7495 -1.9025 0.02 -0.05 -0.07
N -1.7994 0.6354 -1.9092 -0.12 0.02 -0.01
C -2.5728 0.8638 -2.9317 0.06 -0.06 0.00
C -2.7081 -0.3685 -3.6661 0.03 0.01 0.05
C -1.9095 -1.3529 -2.9598 -0.08 0.10 -0.06
C -1.7113 -2.7114 -3.5567 0.00 -0.02 -0.01
C -1.0489 -2.4674 -4.9355 0.00 -0.01 0.00
C -0.9308 -3.7765 -2.8031 0.01 0.02 -0.02
C -3.2162 2.1451 -3.3469 -0.01 -0.01 0.00
C -3.1660 3.2605 -2.3148 0.00 -0.02 0.00
C -2.6205 2.5891 -4.6952 -0.01 0.00 0.01
H -2.6891 2.6130 4.7951 -0.01 -0.01 0.00
H -1.2408 1.7646 4.2441 0.00 -0.01 0.00
H -2.6713 0.8504 4.7330 0.00 0.00 0.00
H -3.9353 1.7905 2.8204 0.00 -0.02 -0.01
H -1.3683 3.3053 2.1450 0.00 0.01 0.00
H -2.8816 3.9705 2.7295 0.01 0.01 0.00
H -2.8356 3.2665 1.1308 -0.01 0.00 0.00
H -3.5470 -0.9633 3.1610 0.00 0.00 0.00
H -3.1757 -3.2201 2.3008 -0.03 0.00 -0.01
H -0.7216 -3.9870 0.6637 0.00 0.01 -0.02
H -1.6984 -4.9819 1.7306 0.00 0.00 0.00
H -0.7349 -3.6757 2.4051 0.01 0.00 -0.01
H -2.9589 -3.0837 -0.7339 0.02 -0.02 -0.03
H -4.4036 -2.8683 0.2571 0.00 0.01 0.00
H -3.6312 -4.4506 0.1563 -0.01 0.01 0.01
H -0.6960 -2.4695 -0.6504 0.02 -0.01 0.03
H 3.9371 -0.5148 -1.0448 0.01 0.00 0.01
H 1.2072 -3.3292 -0.8801 0.00 0.01 0.01
H 4.2281 -2.8975 -1.0999 0.00 0.00 0.00
H 3.1388 -3.0617 -2.4819 0.00 0.00 -0.01
H 3.3608 -4.4025 -1.3557 0.00 0.00 0.00
H 3.2992 -2.7203 1.2505 -0.01 0.00 0.01
H 2.4224 -4.2373 1.0494 0.01 0.00 0.00
H 1.5454 -2.7853 1.5410 0.00 0.00 0.01
H 1.9734 2.9609 -0.8392 0.01 0.01 0.01
H 4.7358 1.7934 -0.2320 0.01 0.01 0.00
H 3.5740 2.3608 0.9747 0.01 -0.01 0.01
H 4.2985 3.4987 -0.1741 0.00 0.00 0.00
H 4.0540 1.7433 -2.7230 0.00 0.00 0.00
H 3.6129 3.4478 -2.6255 0.00 0.00 0.00
H 2.4353 2.2617 -3.1987 0.00 0.00 0.00
H -3.3059 -0.5383 -4.5484 0.00 -0.01 0.00
H -2.7287 -3.0774 -3.7473 0.01 0.00 0.01
H -0.0434 -2.0636 -4.8078 0.00 0.00 0.00
H -1.6156 -1.7958 -5.5801 0.00 0.01 0.00
H -0.9701 -3.4220 -5.4527 0.00 0.00 0.00
H 0.1054 -3.4685 -2.6590 0.00 0.00 0.01
H -0.9193 -4.6751 -3.4185 0.01 0.00 0.00
H -1.3693 -4.0424 -1.8458 -0.01 0.00 0.02
H -4.2658 1.8785 -3.5209 0.00 0.00 -0.01
H -2.1594 3.6734 -2.2220 0.00 0.01 0.00
H -3.5263 2.9329 -1.3359 0.01 0.00 0.00
H -3.8085 4.0780 -2.6381 -0.01 0.00 0.00
H -1.5661 2.8474 -4.5839 0.00 0.00 0.00
H -3.1526 3.4707 -5.0480 0.00 0.00 0.00
H -2.7108 1.8214 -5.4640 0.01 0.00 0.00
C 4.1796 3.3176 4.1016 -0.02 -0.02 -0.01
C 2.7101 3.5419 4.4402 0.05 0.02 -0.10
S 1.6292 2.2833 3.7273 -0.04 0.07 0.05
O 1.3876 2.4474 2.2872 0.06 -0.03 0.18
C 2.1765 0.6193 4.1652 0.00 -0.01 -0.10
C 3.0412 0.0094 3.0682 -0.01 0.00 0.00
H 4.7375 4.1551 4.5226 -0.03 0.01 0.02
H 4.3497 3.3080 3.0266 0.01 -0.01 0.00
H 4.5682 2.4069 4.5544 0.01 0.00 -0.02
H 2.3027 4.4701 4.0338 0.00 0.01 0.04
H 2.4946 3.4922 5.5104 -0.01 0.02 0.01
H 1.2515 0.0662 4.3382 0.02 -0.02 0.01
H 2.6900 0.7547 5.1202 -0.02 0.00 0.02
H 2.5152 -0.0099 2.1140 0.01 -0.01 0.00
H 3.2625 -1.0177 3.3567 0.00 0.00 0.03
H 3.9826 0.5427 2.9512 0.00 0.01 -0.02



[2]
97
Properties=species:S:1:pos:R:3:forces:R:3 method="wB97M-V/def2-TZVPD" multiplicity=1 orbital_gap_ev=7.0 molar_mass_g_mol=885.9 lumo_ev=-7.172 charge=+2 e_tot_ha=-6543.116864
Tl 0.9235 1.2837 -0.4718 0.14 -0.38 -0.29
C -2.3248 3.0608 -2.8862 0.04 0.02 0.01
C -1.3482 1.9457 -3.2755 -0.18 -0.07 -0.05
C -1.4218 1.6487 -4.7732 0.07 0.04 -0.01
C -1.6170 0.7256 -2.4495 0.03 -0.01 0.10
C -2.7686 -0.0456 -2.3882 -0.05 0.06 -0.05
C -2.5916 -0.9353 -1.3407 -0.02 -0.07 0.04
C -3.6913 -1.8273 -0.8200 0.07 0.01 0.11
C -4.2338 -1.2765 0.5049 -0.02 0.04 -0.03
C -3.3788 -3.3173 -0.7130 0.00 0.00 -0.08
N -1.3513 -0.7380 -0.8318 0.07 -0.05 -0.07
N -0.7588 0.2799 -1.5277 -0.09 0.04 -0.18
B -0.7253 -1.2239 0.5120 -0.05 0.06 0.08
N 0.8512 -1.4664 0.4374 -0.14 0.05 -0.02
N 1.6287 -0.3942 0.8169 0.19 0.10 0.05
C 2.8520 -0.8388 1.1296 0.00 -0.07 -0.05
C 2.8778 -2.2102 0.9551 0.07 -0.02 0.03
C 1.6093 -2.5844 0.5201 -0.03 -0.02 0.02
C 1.2417 -4.0141 0.2182 -0.03 0.02 0.06
C 1.2932 -4.8553 1.5012 -0.02 0.00 0.00
C -0.0721 -4.2513 -0.5120 -0.01 0.02 -0.02
C 3.9245 0.0654 1.6663 -0.15 0.06 -0.01
C 3.4668 0.6907 2.9879 0.06 -0.04 0.02
C 4.3209 1.1471 0.6665 0.01 -0.02 -0.03
N -0.9452 -0.0615 1.5455 0.05 0.03 -0.01
N -0.6463 1.2193 1.1362 -0.01 0.25 0.14
C -0.9352 2.0599 2.1345 0.09 -0.01 -0.02
C -1.4557 1.3306 3.1897 0.00 0.08 0.06
C -1.4354 -0.0050 2.8049 -0.07 -0.12 -0.06
C -1.9177 -1.1300 3.6996 0.06 -0.01 0.03
C -1.6483 -2.5693 3.2680 -0.02 0.01 0.00
C -1.3259 -0.9206 5.1028 -0.02 0.01 0.02
C -0.7379 3.5494 2.0622 -0.13 -0.01 -0.02
C -2.0994 4.2483 1.9594 -0.01 0.00 0.03
C 0.1683 3.9947 0.9243 0.07 0.02 0.01
H -2.0740 3.9888 -3.4014 -0.01 -0.02 -0.01
H -2.3105 3.2457 -1.8098 0.00 0.00 -0.01
H -3.3427 2.7858 -3.1640 0.00 0.00 0.02
H -0.3400 2.2886 -3.0250 0.01 0.01 0.02
H -2.4340 1.3520 -5.0499 0.01 -0.02 0.00
H -0.7500 0.8393 -5.0686 -0.01 0.00 0.00
H -1.1699 2.5368 -5.3547 -0.01 -0.01 0.00
H -3.6535 0.0468 -2.9967 0.02 -0.01 0.02
H -4.4807 -1.7195 -1.5664 -0.01 0.01 -0.01
H -3.4578 -1.2681 1.2716 -0.02 -0.03 0.00
H -5.0547 -1.9014 0.8578 0.01 0.01 -0.01
H -4.6083 -0.2583 0.3884 0.02 0.00 0.01
H -2.7929 -3.5380 0.1754 0.00 -0.02 0.02
H -2.8464 -3.6894 -1.5889 0.00 0.00 0.02
H -4.3152 -3.8698 -0.6344 0.01 0.01 0.02
H -1.2584 -2.2149 0.8393 -0.01 0.04 -0.01
H 3.7071 -2.8738 1.1422 -0.02 0.02 0.00
H 2.0569 -4.3603 -0.4250 0.01 0.02 -0.02
H 0.5282 -4.5237 2.2059 0.01 -0.01 -0.01
H 2.2632 -4.7948 1.9933 -0.01 0.00 -0.01
H 1.0969 -5.9004 1.2615 0.02 0.01 0.01
H -0.8997 -4.2645 0.1913 -0.02 0.01 -0.01
H -0.0453 -5.2259 -0.9990 0.00 0.01 0.00
H -0.2870 -3.4967 -1.2718 0.01 -0.01 0.00
H 4.7978 -0.5630 1.8468 0.00 -0.01 0.02
H 2.5412 1.2547 2.8434 0.01 0.01 0.01
H 4.2289 1.3674 3.3754 -0.01 -0.01 0.00
H 3.2786 -0.0736 3.7417 -0.02 0.01 -0.02
H 3.5269 1.9000 0.5722 -0.01 -0.02 0.02
H 4.5270 0.7156 -0.3165 0.03 0.00 0.00
H 5.2137 1.6749 1.0030 -0.01 0.01 0.00
H -1.8140 1.7258 4.1247 0.02 -0.01 -0.01
H -3.0019 -1.0009 3.7813 -0.01 0.01 -0.03
H -0.5934 -2.7235 3.0311 -0.01 0.00 0.01
H -2.2516 -2.8802 2.4181 0.02 0.01 0.00
H -1.9040 -3.2274 4.0981 0.03 0.00 0.01
H -0.2382 -1.0160 5.0774 -0.01 0.00 0.00
H -1.7182 -1.6804 5.7778 0.01 0.01 -0.01
H -1.5752 0.0509 5.5244 0.02 0.00 -0.01
H -0.2709 3.8495 3.0031 -0.01 -0.01 0.02
H -2.5888 3.9983 1.0149 0.01 0.00 0.02
H -1.9800 5.3306 2.0123 0.00 -0.01 -0.02
H -2.7579 3.9422 2.7711 0.00 0.00 -0.01
H -0.2855 3.7759 -0.0506 0.02 0.00 0.01
H 1.1690 3.5446 1.0042 -0.02 0.00 -0.02
H 0.3237 5.0735 0.9565 -0.04 0.00 0.01
C 3.8635 3.4597 -1.7741 0.06 0.04 0.18
Se 1.9936 3.1430 -2.1705 -0.21 0.01 0.19
C 2.2534 2.0378 -3.7558 0.16 -0.06 -0.20
C 3.1605 0.8259 -3.6120 -0.06 0.12 0.01
Se 2.5652 -0.4780 -2.3237 0.09 -0.35 0.17
C 1.2657 -1.4422 -3.3936 0.01 0.06 -0.07
H 4.3090 3.8369 -2.6921 -0.03 0.03 -0.01
H 4.3569 2.5554 -1.4403 0.02 -0.02 -0.04
H 3.9070 4.2211 -0.9998 -0.01 0.01 -0.01
H 2.6813 2.7305 -4.4837 -0.06 0.08 0.02
H 1.2550 1.7744 -4.0963 0.01 -0.05 -0.01
H 4.1705 1.1023 -3.3162 0.02 0.05 -0.04
H 3.2318 0.3271 -4.5783 0.02 0.01 -0.02
H 1.7867 -1.9421 -4.2060 0.00 0.00 0.00
H 0.4889 -0.7808 -3.7662 -0.01 0.01 0.01
H 0.8250 -2.1792 -2.7269 -0.02 0.00 0.00